(1)
{
  "formula": "C45H36AuN8OP2S2",
  "method": "ωB97M-V/def2-TZVPD",
  "e_lumo_ev": [-1.88, -3.93],
  "total_charge": 1,
  "e_tot_ha": -3864.3181,
  "spin_multiplicity": 3,
  "e_homo_ev": [-9.772, -10.824],
  "mol_weight_g_mol": 1027.89,
  "species": ["Au", "S", "P", "C", "P", "S", "C", "C", "C", "C", "C", "C", "C", "C", "C", "C", "C", "C", "C", "C", "C", "C", "C", "C", "C", "C", "C", "C", "C", "C", "H", "H", "H", "H", "H", "H", "H", "H", "H", "H", "H", "H", "H", "H", "H", "H", "H", "H", "H", "H", "C", "N", "C", "N", "C", "N", "C", "C", "C", "C", "C", "C", "C", "N", "N", "C", "O", "C", "C", "C", "C", "C", "C", "N", "C", "N", "C", "N", "C", "H", "H", "H", "H", "H", "H", "H", "H", "H", "H", "H", "H", "H", "H", "H", "H"],
  "xyz": [[0.6073, -0.5864, -1.1312], [-0.9628, 2.6975, -1.7857], [0.6365, 2.6965, -0.6510], [1.5731, 1.2406, -1.0182], [3.0624, 0.9275, -1.8987], [2.6152, -0.8663, -2.7075], [3.4362, 2.1660, -3.1455], [4.6105, 2.9127, -3.1369], [4.8287, 3.8578, -4.1288], [3.8815, 4.0553, -5.1218], [2.7092, 3.3086, -5.1325], [2.4845, 2.3633, -4.1481], [4.4481, 0.8403, -0.7506], [5.2403, -0.3011, -0.6907], [6.3050, -0.3516, 0.1981], [6.5701, 0.7262, 1.0295], [5.7739, 1.8639, 0.9767], [4.7136, 1.9237, 0.0880], [1.6415, 4.1898, -0.8662], [2.4270, 4.6986, 0.1673], [3.2002, 5.8318, -0.0420], [3.1849, 6.4644, -1.2764], [2.3868, 5.9728, -2.3005], [1.6118, 4.8431, -2.0968], [0.3238, 2.5774, 1.1270], [1.2512, 1.9854, 1.9805], [1.0277, 1.9812, 3.3498], [-0.1201, 2.5672, 3.8663], [-1.0472, 3.1527, 3.0157], [-0.8304, 3.1554, 1.6456], [5.3584, 2.7535, -2.3724], [5.7433, 4.4354, -4.1271], [4.0584, 4.7897, -5.8969], [1.9738, 3.4609, -5.9112], [1.5742, 1.7750, -4.1532], [5.0202, -1.1438, -1.3330], [6.9261, -1.2360, 0.2412], [7.3999, 0.6809, 1.7223], [5.9827, 2.7055, 1.6239], [4.1028, 2.8173, 0.0334], [2.4233, 4.2255, 1.1407], [3.8008, 6.2295, 0.7657], [3.7834, 7.3518, -1.4360], [2.3592, 6.4768, -3.2575], [0.9663, 4.4716, -2.8817], [2.1482, 1.5245, 1.5777], [1.7512, 1.5238, 4.0121], [-0.2949, 2.5627, 4.9340], [-1.9406, 3.6091, 3.4222], [-1.5466, 3.6107, 0.9710], [-1.0014, -5.9850, -1.9023], [-0.8319, -4.5408, -2.0520], [-0.3703, -3.6396, -1.1911], [-0.3298, -2.4550, -1.7867], [-0.7852, -2.7060, -3.0451], [-1.1078, -3.9574, -3.2360], [-1.5698, -6.3918, -0.5668], [-1.1185, -7.5582, 0.0377], [-1.7074, -8.0167, 1.2087], [-2.7367, -7.3041, 1.7971], [-3.1740, -6.1205, 1.2087], [-2.5993, -5.6713, 0.0253], [-4.2421, -5.3504, 1.8425], [-5.1549, -5.7500, 2.6551], [-5.9030, -4.6288, 2.9864], [-5.3823, -3.6406, 2.3480], [-4.3195, -4.0198, 1.5905], [-5.7369, -2.2242, 2.3869], [-6.9777, -1.8190, 2.8614], [-7.2623, -0.4642, 2.9379], [-6.3149, 0.4756, 2.5607], [-5.0703, 0.0702, 2.0904], [-4.0406, 1.1138, 1.7128], [-2.7386, 0.5347, 1.4456], [-2.1779, 0.2553, 0.2747], [-1.0406, -0.3914, 0.4780], [-0.9481, -0.4553, 1.8360], [-1.9658, 0.0801, 2.4577], [-4.7907, -1.2816, 1.9967], [-0.0415, -6.4715, -2.0760], [-1.6690, -6.2727, -2.7134], [-0.0927, -3.8575, -0.1736], [-0.8778, -1.9502, -3.8063], [-0.3104, -8.1205, -0.4145], [-1.3543, -8.9306, 1.6664], [-3.2021, -7.6434, 2.7123], [-2.9725, -4.7644, -0.4355], [-7.7008, -2.5617, 3.1693], [-8.2265, -0.1377, 3.3028], [-6.5440, 1.5318, 2.6422], [-3.9133, 1.8302, 2.5243], [-4.3400, 1.6644, 0.8199], [-2.5919, 0.5364, -0.6787], [-0.1209, -0.9054, 2.3585], [-3.8246, -1.6243, 1.6532]],
  "atomic_forces_ev_per_a": [[-0.093, -0.055, -0.095], [-0.018, 0.024, -0.040], [0.047, -0.017, 0.035], [0.062, -0.063, 0.051], [0.035, 0.079, -0.073], [0.041, 0.006, -0.027], [-0.043, -0.009, 0.025], [-0.004, -0.018, -0.001], [0.005, 0.010, 0.007], [-0.014, 0.002, -0.006], [0.003, -0.011, -0.004], [0.011, -0.018, -0.006], [-0.033, -0.035, 0.014], [0.000, 0.017, 0.012], [0.000, -0.003, 0.005], [0.002, -0.010, 0.002], [-0.009, 0.010, -0.005], [-0.005, 0.017, -0.031], [-0.022, 0.001, -0.001], [-0.007, 0.009, -0.046], [-0.004, -0.023, 0.032], [0.006, 0.001, -0.021], [0.021, 0.004, -0.001], [-0.003, -0.007, 0.017], [-0.072, 0.059, -0.054], [0.027, -0.025, 0.032], [0.004, 0.042, 0.001], [0.028, 0.005, 0.008], [0.013, 0.008, -0.007], [0.052, 0.061, 0.054], [0.006, 0.004, 0.019], [0.001, 0.000, 0.001], [0.002, 0.002, 0.001], [-0.003, 0.000, -0.004], [-0.010, 0.008, -0.002], [0.002, 0.000, -0.005], [0.001, -0.001, 0.001], [0.002, 0.003, 0.002], [-0.001, 0.000, 0.003], [0.014, -0.006, 0.004], [0.003, -0.002, 0.030], [0.001, -0.002, -0.001], [-0.002, 0.002, 0.004], [0.001, -0.001, -0.006], [0.002, 0.009, 0.014], [-0.019, 0.010, -0.008], [-0.005, -0.005, 0.009], [0.000, -0.002, 0.001], [0.000, 0.009, 0.007], [-0.007, -0.002, -0.006], [-0.015, -0.033, 0.012], [-0.062, -0.008, 0.022], [0.003, 0.052, -0.020], [0.104, -0.125, 0.061], [-0.024, 0.057, 0.014], [0.037, 0.006, -0.049], [-0.025, 0.009, 0.001], [-0.002, -0.001, 0.004], [0.009, -0.009, -0.002], [-0.009, 0.011, 0.002], [0.007, -0.001, -0.014], [0.010, -0.005, 0.007], [-0.024, -0.009, 0.036], [0.020, -0.012, -0.031], [-0.006, 0.038, -0.004], [-0.010, -0.031, 0.006], [0.008, 0.010, -0.008], [0.014, 0.009, 0.016], [-0.006, 0.000, -0.001], [0.000, -0.008, -0.003], [0.006, -0.002, -0.001], [0.007, 0.005, -0.002], [-0.010, 0.000, 0.044], [-0.020, -0.041, 0.018], [-0.069, -0.144, -0.034], [0.055, 0.197, 0.071], [-0.030, -0.078, -0.013], [-0.016, 0.000, -0.035], [-0.004, 0.000, -0.017], [0.005, 0.015, 0.007], [0.007, 0.005, -0.006], [0.011, -0.009, -0.003], [0.003, 0.003, -0.003], [0.000, -0.002, -0.002], [0.001, -0.001, -0.001], [0.000, 0.000, 0.002], [-0.002, 0.001, -0.002], [-0.001, -0.001, 0.003], [0.000, 0.000, 0.002], [-0.003, 0.003, 0.001], [0.000, 0.011, -0.007], [0.000, -0.011, -0.011], [0.008, 0.005, 0.007], [0.005, 0.003, -0.008], [0.003, 0.002, -0.002]]
}

(2)
{
  "formula": "C11H13NO2",
  "method": "ωB97M-V/def2-TZVPD",
  "e_lumo_ev": -0.32,
  "total_charge": 0,
  "e_tot_ha": -632.0757,
  "e_homo_ev": -8.043,
  "mol_weight_g_mol": 191.23,
  "smiles": "CN1CC(C(=O)O)=C2C=CC=C[C@H]2C1",
  "relative_energy_kj_mol": 403.90,
  "species": ["C", "N", "C", "C", "C", "O", "O", "C", "C", "C", "C", "C", "C", "C", "H", "H", "H", "H", "H", "H", "H", "H", "H", "H", "H", "H", "H"],
  "xyz": [[-0.3970, -2.6369, 0.9543], [-0.4534, -1.9331, -0.2932], [0.7786, -1.4116, -0.7694], [1.4320, -0.0796, -0.1591], [2.8064, 0.1572, -0.0246], [3.3698, 1.1956, 0.2548], [3.3720, -1.0404, -0.1410], [0.3049, 0.7267, 0.1204], [0.5192, 2.2127, 0.2899], [-0.5018, 3.0789, 0.2131], [-1.7850, 2.7212, -0.3056], [-2.0816, 1.4396, -0.3136], [-1.1848, 0.3880, 0.1839], [-1.6026, -1.0522, -0.4010], [0.5620, -3.2142, 0.9356], [-0.3249, -1.9499, 1.8296], [-1.1324, -3.4798, 0.9383], [0.4830, -1.0688, -1.8731], [1.4850, -2.2951, -0.8417], [4.3073, -0.8355, -0.0056], [1.5097, 2.4622, 0.7402], [-0.5325, 4.1693, 0.3008], [-2.4739, 3.5191, -0.5205], [-2.8911, 1.0720, -0.8410], [-1.3552, 0.3760, 1.2611], [-1.8422, -0.8728, -1.5087], [-2.3715, -1.6487, -0.0237]],
  "atomic_forces_ev_per_a": [[1.436, -1.279, -0.067], [-0.522, 0.122, 0.014], [1.433, -0.004, -2.943], [-8.339, -0.680, -0.054], [-0.186, 0.978, 0.695], [0.411, -0.572, -0.260], [2.183, -0.111, -0.058], [2.768, 1.836, -0.988], [0.738, -0.883, 2.189], [0.046, 1.374, -0.580], [-0.251, -0.416, 0.694], [0.509, 0.116, -0.640], [0.146, -2.212, -0.005], [2.983, 1.868, -2.190], [-0.499, 0.532, 0.205], [-0.598, -0.722, -0.105], [-0.016, 1.151, 0.684], [1.092, -0.846, 1.901], [-0.564, 1.307, 0.040], [0.444, -0.472, -0.026], [-0.862, 0.138, -0.954], [1.423, -0.260, 0.562], [-0.208, -0.069, -0.536], [-2.116, -0.540, -0.557], [-0.028, -0.129, 0.505], [0.368, -0.307, 1.280], [-1.791, 0.078, 1.193]]
}

(3)
{
  "formula": "C21H43N3O3PRhS3",
  "method": "ωB97M-V/def2-TZVPD",
  "e_lumo_ev": [-0.35, -0.46],
  "total_charge": 0,
  "e_tot_ha": -2862.3506,
  "e_homo_ev": [-6.865, -6.839],
  "mol_weight_g_mol": 615.67,
  "relative_energy_kj_mol": 114.62,
  "species": ["Rh", "C", "N", "C", "C", "O", "C", "O", "C", "C", "O", "N", "C", "C", "H", "H", "H", "H", "H", "H", "H", "H", "H", "H", "H", "H", "H", "H", "H", "H", "S", "C", "S", "S", "C", "C", "C", "C", "P", "N", "C", "C", "C", "C", "C", "C", "C", "C", "H", "H", "H", "H", "H", "H", "H", "H", "H", "H", "H", "H", "H", "H", "H", "H", "H", "H", "H", "H", "H", "H", "H", "H", "H", "H", "H"],
  "xyz": [[-0.3646, 0.8023, -1.0139], [4.0946, 1.8149, -2.3900], [3.2271, 2.9670, -2.2479], [3.6360, 4.1392, -2.9823], [2.0450, 2.8187, -1.6209], [1.7914, 1.8080, -0.9793], [1.0317, 3.9656, -1.7502], [-0.2526, 3.5080, -1.3952], [-0.9453, 4.1714, -0.3693], [-0.7721, 3.4311, 0.9578], [-0.3175, 2.2973, 0.9722], [-1.1133, 4.0644, 2.0973], [-1.8965, 5.2718, 2.1821], [-0.9565, 3.3591, 3.3515], [5.0451, 1.9867, -1.8829], [4.2807, 1.6310, -3.4493], [3.6001, 0.9481, -1.9539], [4.7231, 4.2081, -2.9337], [3.2154, 5.0434, -2.5505], [3.3404, 4.0684, -4.0324], [0.9870, 4.2840, -2.8013], [1.3383, 4.8187, -1.1305], [-2.0053, 4.1214, -0.6529], [-0.6388, 5.2215, -0.3044], [-1.8028, 5.8749, 1.2859], [-1.5478, 5.8581, 3.0342], [-2.9543, 5.0339, 2.3346], [-0.2076, 2.5825, 3.2231], [-1.8962, 2.9015, 3.6679], [-0.6286, 4.0640, 4.1153], [-3.4170, 2.4717, -4.0487], [-2.3484, 1.7566, -3.0046], [-0.7594, 1.3059, -3.4540], [-2.7563, 1.4472, -1.3634], [1.0945, -3.7971, -1.8328], [1.0816, -3.5448, -0.3199], [2.3644, -2.7873, 0.0139], [1.0558, -4.8611, 0.4477], [-0.3397, -2.3007, 0.0680], [-0.2623, -1.1681, -0.9966], [-0.1257, -1.5392, 1.8385], [0.1238, -2.5137, 2.9842], [-1.4052, -0.7413, 2.0916], [1.0127, -0.5187, 1.7879], [-2.0399, -3.1942, -0.0515], [-3.0936, -2.1319, -0.3608], [-2.4369, -4.0137, 1.1701], [-1.9849, -4.1137, -1.2703], [2.1106, -4.0153, -2.1606], [0.7556, -2.9047, -2.3581], [0.4765, -4.6406, -2.1216], [3.2230, -3.2759, -0.4450], [2.5414, -2.7583, 1.0843], [2.2984, -1.7752, -0.3802], [1.9431, -5.4403, 0.1876], [0.1880, -5.4648, 0.1972], [1.0642, -4.6986, 1.5210], [-0.6357, -3.2865, 3.0401], [0.1077, -1.9532, 3.9200], [1.1002, -2.9881, 2.8955], [-2.2495, -1.3772, 2.3336], [-1.6378, -0.1353, 1.2078], [-1.2532, -0.0662, 2.9324], [1.9955, -0.9753, 1.8382], [0.9264, 0.1621, 2.6345], [0.9452, 0.0844, 0.8724], [-3.3910, -1.5588, 0.5099], [-3.9877, -2.6028, -0.7656], [-2.7081, -1.4419, -1.1106], [-2.6358, -3.3890, 2.0356], [-1.6743, -4.7425, 1.4319], [-3.3559, -4.5550, 0.9411], [-1.6454, -3.5554, -2.1379], [-2.9857, -4.4924, -1.4772], [-1.3389, -4.9712, -1.1089]],
  "atomic_forces_ev_per_a": [[-2.324, 0.750, -2.214], [0.003, -0.264, 0.143], [-0.063, -0.133, 0.037], [-0.107, 0.145, -0.130], [0.170, 0.202, 0.009], [0.063, -0.195, 0.004], [-0.170, -0.149, -0.117], [0.128, -0.217, 0.126], [-0.168, 0.021, -0.097], [0.029, 0.187, -0.072], [0.093, -0.180, 0.200], [0.090, -0.002, 0.149], [-0.164, 0.153, -0.079], [0.123, -0.199, 0.067], [0.031, -0.022, -0.007], [0.037, -0.004, -0.019], [0.127, 0.091, -0.062], [-0.051, 0.086, 0.004], [0.021, 0.054, -0.016], [0.027, 0.074, -0.043], [0.061, 0.002, 0.213], [0.051, -0.106, -0.069], [0.151, 0.122, 0.134], [-0.015, -0.112, 0.042], [-0.024, 0.053, -0.048], [-0.037, 0.035, -0.080], [0.018, 0.077, -0.001], [-0.054, -0.009, 0.074], [-0.028, -0.034, 0.034], [-0.019, -0.003, 0.023], [0.330, -0.183, 0.232], [-0.767, 0.623, -0.661], [0.398, -1.033, 1.995], [1.926, -0.902, 0.420], [-0.098, 0.106, -0.107], [-0.289, 0.410, -0.028], [0.006, 0.077, 0.038], [-0.188, 0.124, -0.011], [-0.355, 0.303, 0.430], [0.418, 0.733, -0.759], [-0.043, -0.483, -0.357], [0.019, 0.066, -0.147], [0.031, -0.001, -0.226], [-0.046, 0.090, -0.277], [0.393, 0.078, 0.221], [0.157, 0.161, -0.093], [0.030, 0.043, -0.072], [0.091, 0.060, 0.037], [0.120, -0.051, 0.048], [0.021, 0.005, -0.103], [-0.100, -0.034, -0.023], [0.037, -0.150, -0.054], [0.047, 0.067, 0.144], [0.134, 0.117, 0.010], [0.085, -0.028, -0.021], [-0.080, -0.085, 0.005], [0.009, -0.051, 0.175], [-0.075, -0.120, 0.066], [0.030, -0.010, 0.164], [0.041, -0.041, 0.044], [-0.153, -0.054, -0.062], [-0.182, -0.002, 0.203], [0.065, 0.103, 0.111], [0.047, 0.011, -0.087], [-0.068, 0.064, 0.098], [0.266, -0.099, 0.330], [-0.021, 0.094, 0.132], [-0.113, -0.157, -0.005], [-0.066, 0.033, -0.018], [-0.010, 0.031, 0.126], [0.066, -0.148, 0.088], [-0.087, -0.085, 0.014], [0.036, -0.029, -0.187], [-0.116, -0.002, 0.010], [0.057, -0.079, -0.050]]
}